Below is a 2-piece molecular cluster, C6H12O2 overall, with properties calculated with ωB97M-V/def2-TZVPD.

```
20
Properties=species:S:1:pos:R:3:forces:R:3
C -1.9691 2.4271 -0.9782 -0.1 -0.1 0.7
C -2.0674 0.9022 -0.9051 0.1 0.1 -0.7
C -0.7363 0.2325 -0.7018 -0.1 -0.1 0.0
C -0.5415 -0.7549 0.1604 0.2 -0.4 -0.3
C 0.7405 -1.4473 0.5016 -0.9 0.4 -0.1
C 1.0475 -2.6850 0.1327 -0.3 -0.1 0.3
O 2.0280 -3.4764 0.6328 0.7 0.2 0.0
H -1.1532 2.7508 -1.6161 -0.1 0.1 -0.3
H -1.7549 2.8401 0.0144 0.0 -0.1 -0.1
H -2.9213 2.8452 -1.3020 0.1 0.1 -0.2
H -2.5202 0.5269 -1.8379 0.2 0.1 0.1
H -2.7673 0.6266 -0.1282 -0.1 -0.2 0.3
H 0.0866 0.5701 -1.3313 0.0 0.1 0.1
H -1.3961 -1.1066 0.7291 -0.1 0.1 0.1
H 1.2325 -0.9187 1.3000 0.7 -0.3 0.3
H 0.4321 -3.2514 -0.5616 0.1 0.2 0.0
H 2.6401 -2.9683 1.1945 -0.4 -0.1 -0.2
O 3.2693 0.9468 1.9406 -0.2 -0.2 0.2
H 2.5077 0.5874 1.4686 0.3 0.2 -0.1
H 3.8431 1.3529 1.2875 -0.1 0.0 -0.2
```
Forces are in eV/Å.

Computed properties:
Structure (SMILES): CC/C=C/C=C/O.O
Kohn-Sham gap in eV: 9.82
Energy relative to the best compared isomer or geometry (same formula, charge and spin) in kcal/mol: 52.0
DFT total energy in eV: -10510.053
F_max in hartree/bohr: 0.0190

Below is a 2-piece molecular cluster, C6H12O2 overall, with properties calculated with ωB97M-V/def2-TZVPD.

```
20
Properties=species:S:1:pos:R:3:forces:R:3
C 0.4283 0.9282 -2.8080 -2.6 -0.7 -0.6
C 0.1858 0.8571 -1.2969 1.5 1.4 -2.7
C 0.9805 0.1809 -0.4755 -2.1 -0.6 1.8
C 0.5570 0.1782 0.9385 -0.7 0.3 0.0
C 0.8921 -0.7106 1.8704 0.4 -0.8 0.9
C 0.6399 -0.6303 3.3485 -1.5 0.7 0.0
O 1.6422 -1.7956 1.5182 0.8 -0.2 -1.2
H 0.2022 1.8886 -3.3060 -0.1 0.0 0.8
H 1.4060 0.6908 -3.1745 0.5 -0.7 0.1
H -0.4033 0.2466 -3.2537 1.6 0.8 0.3
H -0.5912 1.5856 -1.0514 0.1 -0.6 0.8
H 1.6724 -0.6020 -0.7263 0.5 0.3 -0.6
H -0.2820 0.8591 1.1545 0.9 0.0 0.3
H 0.7212 -1.5389 3.9203 0.0 -0.8 -0.3
H -0.3706 -0.2472 3.5593 0.3 0.0 -0.1
H 1.3168 0.0459 3.8278 0.6 0.6 0.1
H 1.7588 -2.4728 2.1850 -0.2 0.4 0.4
O -3.6593 0.5486 -2.0096 0.0 0.0 -0.3
H -3.7045 0.0940 -2.8643 0.1 0.1 0.5
H -3.3923 -0.1061 -1.3563 0.0 -0.1 -0.2
```
Forces are in eV/Å.

Computed properties:
Structure (SMILES): C/C=C/C=C(/C)O.O
Kohn-Sham gap in eV: 8.41
Energy relative to the best compared isomer or geometry (same formula, charge and spin) in kcal/mol: 57.9
DFT total energy in eV: -10509.796
F_max in hartree/bohr: 0.0662

Below is a 2-piece molecular cluster, C6H12O2 overall, with properties calculated with ωB97M-V/def2-TZVPD.

```
20
Properties=species:S:1:pos:R:3:forces:R:3
C -0.0428 -1.8824 0.0052 0.2 0.1 0.5
C 0.0629 -0.9591 1.2094 0.0 0.2 -0.3
O 0.7547 -1.6577 2.2316 0.1 0.0 0.4
C 0.8250 0.3094 0.8599 -0.3 -0.3 -0.4
C 0.5716 1.5491 1.5721 -0.5 0.1 -1.3
O 0.0967 1.3116 0.1481 0.7 0.3 2.5
H -0.6342 -1.4176 -0.7743 -0.1 0.0 -0.1
H -0.4880 -2.8239 0.3163 -0.1 -0.1 -0.1
H 0.9544 -2.0811 -0.3828 0.1 -0.1 -0.1
H -0.9483 -0.6863 1.5480 0.1 0.1 0.0
H 0.7888 -1.1096 3.0324 0.0 -0.2 -0.4
H 1.8206 0.1369 0.4555 0.0 -0.1 0.1
H -0.2242 1.6005 2.3085 0.0 -0.1 -0.1
H 1.3498 2.2974 1.6644 0.0 0.0 -0.1
C -1.4755 0.9069 -2.2124 1.1 -0.4 0.3
C -0.1536 0.8872 -2.4560 -1.2 0.6 -1.4
H -2.1535 0.1806 -2.6589 0.2 0.0 0.1
H -1.8911 1.5292 -1.4293 0.0 0.3 -0.3
H 0.5351 1.6937 -2.2454 -0.2 -0.1 0.9
H 0.2516 0.2154 -3.1925 0.0 -0.5 -0.2
```
Forces are in eV/Å.

Computed properties:
Structure (SMILES): C[C@@H](O)[C@@H]1CO1.C=C
Kohn-Sham gap in eV: 10.30
Energy relative to the best compared isomer or geometry (same formula, charge and spin) in kcal/mol: 79.5
DFT total energy in eV: -10508.859
F_max in hartree/bohr: 0.0508

Below is a 2-piece molecular cluster, C6H12O2 overall, with properties calculated with ωB97M-V/def2-TZVPD.

```
20
Properties=species:S:1:pos:R:3:forces:R:3
C 2.3941 -3.6606 -2.7390 0.5 0.3 0.2
C 1.0738 -3.4481 -2.0247 -3.1 -0.5 -1.6
C 0.9750 -4.0328 -0.6552 0.7 -0.1 0.9
O 0.0527 -3.0258 -2.5880 2.3 -0.2 0.7
H 3.0731 -4.2375 -2.0888 -0.2 0.3 -0.4
H 2.8671 -2.6912 -2.9695 -0.2 -0.4 0.0
H 2.2530 -4.2161 -3.6814 -0.1 0.3 0.4
H 1.5613 -3.3453 -0.0226 0.0 -0.5 0.2
H 1.4954 -5.0045 -0.6948 -0.1 0.3 0.3
H -0.0138 -4.1821 -0.1898 0.3 0.4 -0.7
C -0.8077 4.9110 1.7023 0.1 -0.5 -0.6
C -1.8770 3.9394 2.2073 -1.5 0.5 0.3
C -2.1898 2.5850 1.5616 1.2 -0.3 0.2
O -2.5607 4.2648 3.1562 0.4 0.1 0.0
H -1.2003 5.9411 1.6656 0.0 -0.5 0.2
H -0.4643 4.6292 0.6927 0.0 0.1 0.4
H 0.0567 4.8881 2.3871 -0.3 0.0 -0.2
H -2.6260 1.9302 2.3346 0.1 0.4 -0.4
H -1.2093 2.1755 1.2659 -0.4 -0.2 -0.2
H -2.8535 2.5797 0.6806 0.3 0.5 0.4
```
Forces are in eV/Å.

Computed properties:
Structure (SMILES): CC(C)=O.CC(C)=O
Kohn-Sham gap in eV: 10.32
Energy relative to the best compared isomer or geometry (same formula, charge and spin) in kcal/mol: 32.1
DFT total energy in eV: -10510.917
F_max in hartree/bohr: 0.0693

Below is one molecule with the formula C6H12O2, with properties calculated with ωB97M-V/def2-TZVPD.

```
20
Properties=species:S:1:pos:R:3:forces:R:3
C -2.1004 -0.2933 0.8312 -0.1 0.3 -1.0
O -0.9293 -1.0474 0.5930 -0.9 0.0 1.1
C 0.0295 -0.4187 -0.1477 1.9 0.4 -1.1
O -0.4650 -0.0622 -1.4140 -0.1 0.3 -0.5
C -0.6664 1.3210 -1.7054 0.3 -0.2 0.1
C 1.2080 -1.4137 -0.1491 0.5 -0.5 -0.7
C 1.9019 -0.5951 0.9478 -0.4 0.2 0.4
C 0.9816 0.6123 0.5806 -0.4 -1.0 1.2
H -1.8953 0.6106 1.3883 0.2 0.5 0.2
H -2.7775 -0.8757 1.4301 -0.2 -0.4 0.0
H -2.5544 -0.0290 -0.1465 0.0 -0.1 0.6
H -1.1812 1.7977 -0.8694 0.0 0.3 -0.1
H -1.2768 1.3872 -2.6140 0.0 -0.2 0.3
H 0.2803 1.8523 -1.9227 -0.3 -0.3 0.2
H 0.8890 -2.4305 0.0959 0.2 0.1 0.0
H 1.8151 -1.4414 -1.0755 -0.6 0.2 0.3
H 1.6421 -0.9771 1.9460 0.3 0.1 -0.3
H 2.9836 -0.4286 0.8604 -0.4 -0.1 0.1
H 1.5217 1.2656 -0.0672 0.0 0.5 -0.7
H 0.5932 1.1661 1.4381 -0.1 0.1 -0.2
```
Forces are in eV/Å.

Computed properties:
Structure (SMILES): COC1(OC)CCC1
Kohn-Sham gap in eV: 10.67
Energy relative to the best compared isomer or geometry (same formula, charge and spin) in kcal/mol: 55.9
DFT total energy in eV: -10509.884
F_max in hartree/bohr: 0.0433

Below is a 2-piece molecular cluster, C6H12O2 overall, with properties calculated with ωB97M-V/def2-TZVPD.

```
20
Properties=species:S:1:pos:R:3:forces:R:3
C -0.8137 0.0185 -1.5995 -1.6 -0.6 1.8
C -1.1340 0.2182 -0.2534 -1.4 -0.1 -1.8
C -1.7304 -0.8440 0.6220 0.3 0.0 0.2
O -1.5869 1.4892 0.1176 0.3 0.0 0.1
H -0.6214 -0.9797 -1.9643 0.1 0.0 0.1
H -0.9477 0.7842 -2.3520 0.4 0.1 0.2
H -2.8226 -0.7769 0.6136 0.1 0.1 0.0
H -1.3987 -0.7151 1.6549 0.0 -0.1 0.0
H -1.4499 -1.8415 0.2846 0.0 0.1 0.0
H -1.0780 2.1506 -0.3708 -0.1 -0.1 0.0
C 1.3146 1.1551 0.9406 -0.6 0.1 0.2
C 0.9649 0.2540 -0.2191 2.4 1.0 -2.8
C 1.3579 -1.1932 0.0313 -0.6 -0.1 0.0
O 1.1730 0.7547 -1.4223 0.7 -0.3 2.2
H 2.4031 1.2807 0.9205 -0.1 -0.1 -0.1
H 0.8669 2.1396 0.8168 0.0 0.0 0.0
H 1.0170 0.7374 1.9036 0.0 0.0 0.0
H 0.9674 -1.5797 0.9729 0.0 0.0 0.0
H 2.4512 -1.2057 0.0925 -0.1 0.2 0.0
H 1.0674 -1.8464 -0.7897 0.0 0.0 0.0
```
Forces are in eV/Å.

Computed properties:
Structure (SMILES): C=C(C)O.CC(C)=O
Kohn-Sham gap (alpha / beta) in eV: 7.37 / 7.37
Energy relative to the best compared isomer or geometry (same formula, charge and spin) in kcal/mol: 101.1
DFT total energy in eV: -10507.923
F_max in hartree/bohr: 0.0732

Below is a 2-piece molecular cluster, C6H12O2 overall, with properties calculated with ωB97M-V/def2-TZVPD.

```
20
Properties=species:S:1:pos:R:3:forces:R:3
C 2.5644 -0.0958 0.6085 1.7 1.3 -1.0
C 1.1760 -0.5589 0.8374 -1.2 0.9 -0.1
C 0.9893 -1.4559 1.8841 1.8 -0.5 -0.6
C -2.1484 1.3798 0.3303 0.2 -2.2 -3.5
O -1.8721 1.7210 -1.0326 -0.3 0.2 0.1
C -1.2085 0.2714 0.7705 -0.4 1.3 0.2
C 0.0678 0.1564 0.2620 0.5 0.3 0.2
H 2.8466 0.7692 -0.0421 -1.6 -0.1 0.3
H 3.3293 -0.7312 0.1550 -0.4 -1.1 0.7
H 2.8962 0.2317 1.5894 0.5 -0.2 0.2
H 1.9258 -1.9675 2.2057 -1.1 0.3 0.2
H 0.0456 -1.6682 2.3233 -0.5 -0.3 0.2
H -2.3162 2.1958 0.9930 0.2 0.6 0.8
H -3.1233 0.8908 0.0872 0.3 0.1 1.2
H -1.0302 2.1050 -1.2792 0.2 0.4 0.5
H -1.6627 -0.3141 1.5443 0.4 -0.6 0.5
H 0.3284 0.8727 -0.5208 0.0 -0.4 0.1
H 1.0667 -1.8969 -2.6167 -0.4 0.1 0.1
H -0.1956 -1.1366 -2.0751 0.0 -0.2 0.2
O 0.3153 -1.3380 -2.8580 0.4 0.1 -0.3
```
Forces are in eV/Å.

Computed properties:
Kohn-Sham gap (alpha / beta) in eV: 9.04 / 6.75
Energy relative to the best compared isomer or geometry (same formula, charge and spin) in kcal/mol: 56.7
DFT total energy in eV: -10500.640
Multiplicity: 2
Expectation value of S²: 0.78
Total charge: +1
F_max in hartree/bohr: 0.0800

Below is one molecule with the formula C6H12O2S2, with properties calculated with ωB97M-V/def2-TZVPD.

```
22
Properties=species:S:1:pos:R:3:forces:R:3
C 2.5845 -0.1170 -2.2569 0.5 1.8 1.4
C 1.7374 0.7157 -1.2387 -0.3 -2.4 -0.6
S 0.1179 0.2689 -1.1527 0.9 2.4 1.4
O -0.1034 -1.1526 -1.2720 -0.8 -0.7 -0.2
C -0.3203 1.1205 0.5431 0.1 -0.6 -2.6
C -0.1157 0.0580 1.5685 -0.1 0.1 -0.7
C -1.4795 -0.5514 1.6671 -0.4 -2.5 -1.1
S -1.9451 -1.4286 3.1368 -0.8 1.4 2.1
C -2.4701 0.5029 1.2401 -1.1 -1.3 -3.7
O -1.6716 1.5095 0.5340 0.2 -0.1 0.6
H 1.8645 -0.6279 -2.8146 -0.5 -1.0 -1.6
H 3.2073 0.5994 -2.8312 -0.5 -0.6 -0.1
H 3.2698 -0.8548 -1.8260 -0.3 0.2 0.3
H 1.7211 1.7432 -1.4178 0.4 1.9 0.1
H -0.8960 1.0367 -1.8473 0.5 -1.0 0.1
H 0.4795 1.9038 0.4248 -1.3 -0.3 0.7
H 0.2594 0.5150 2.4222 0.4 0.7 2.0
H 0.6082 -0.6739 1.2783 0.6 -0.4 -0.3
H -1.4594 -1.4713 0.9306 -0.3 2.0 1.0
H -2.3432 -0.2985 3.9683 0.7 -1.7 -1.3
H -3.2883 0.0082 0.4783 2.1 1.3 1.6
H -3.0735 0.9427 1.9908 -0.1 0.7 1.0
```
Forces are in eV/Å.

Computed properties:
Structure (SMILES): CC=[S@@H](=O)[C@@H]1C[C@@H](S)CO1
Kohn-Sham gap in eV: 8.43
Energy relative to the best compared isomer or geometry (same formula, charge and spin) in kcal/mol: 139.7
DFT total energy in eV: -32176.975
F_max in hartree/bohr: 0.0799